(1)
A structure of composition C18H33F8NiO4SSb. Source: the OMol25 dataset; level of theory: the ωB97M-V functional and the def2-TZVPD basis.

```
66
Properties=species:S:1:pos:R:3:forces:R:3
Ni 1.9825 -0.6727 -0.6527 -0.26 0.60 0.29
C 4.5760 0.6274 0.3687 0.05 0.07 -0.04
O 4.2147 -0.5302 1.0905 -0.17 -0.02 0.05
C 3.1620 -1.2285 0.5349 0.23 -0.23 -0.26
C 3.0779 -2.5098 1.3282 -0.06 -0.04 -0.03
H 4.9390 0.3566 -0.6263 -0.01 0.01 0.00
H 5.3592 1.1348 0.9376 0.02 -0.03 0.00
H 3.7226 1.2983 0.2413 0.02 -0.06 -0.02
H 3.1185 -2.3241 2.4096 0.02 0.02 -0.01
H 3.9338 -3.1447 1.0751 0.01 0.00 -0.01
H 2.1650 -3.0545 1.0888 0.00 0.01 0.00
F -2.9939 -3.7373 1.2498 0.04 0.01 -0.04
C -2.0280 -4.6886 0.7650 0.01 0.00 -0.01
F -1.0483 -3.8342 0.1640 -0.16 -0.10 0.08
C -2.7488 -5.2454 -0.4548 0.02 0.04 0.06
F -1.9523 -6.0854 -1.1562 -0.02 0.01 0.00
F -3.8401 -5.9706 -0.0862 0.04 0.03 -0.02
F -3.2180 -4.3448 -1.3708 -0.01 -0.02 0.00
C 0.7927 -0.1259 3.0528 0.00 0.03 -0.01
C -0.5380 0.1057 2.3364 0.00 -0.05 0.13
C -1.3077 -1.2150 2.3608 -0.01 -0.05 -0.04
C -1.3357 1.1577 3.1032 -0.09 0.00 -0.05
Sb -0.0509 0.5321 0.2295 0.03 0.14 0.30
C -2.0261 0.5271 -0.7508 0.09 -0.08 -0.04
C -3.1988 1.0428 0.0741 -0.05 -0.03 0.00
C -1.9184 1.3330 -2.0443 -0.01 0.06 -0.02
C -2.2662 -0.9391 -1.1165 -0.06 -0.04 -0.04
C 0.4237 2.6978 0.3163 -0.04 0.01 -0.06
C -0.7612 3.6311 0.5458 0.05 0.04 0.02
C 1.0737 3.0270 -1.0290 -0.02 -0.02 -0.03
C 1.4602 2.9437 1.4103 0.05 -0.05 0.01
H 0.5976 -0.4703 4.0780 -0.01 0.01 -0.01
H 1.4053 0.7742 3.1120 0.02 0.04 0.01
H 1.3807 -0.8867 2.5453 0.03 -0.05 -0.01
H -1.4115 -1.5514 3.4013 -0.01 -0.01 -0.02
H -0.8057 -2.0122 1.8096 0.03 0.00 -0.01
H -2.3118 -1.1346 1.9450 -0.01 0.01 0.01
H -1.5405 0.7710 4.1116 0.00 0.02 0.00
H -2.2984 1.3702 2.6374 -0.01 0.00 -0.01
H -0.8051 2.1034 3.2221 0.08 0.00 -0.03
H -3.0719 2.0772 0.3984 0.02 0.01 0.00
H -3.3820 0.4251 0.9530 0.01 -0.01 0.01
H -4.1076 0.9972 -0.5429 0.00 0.01 0.00
H -1.8675 2.4093 -1.8653 -0.01 -0.03 -0.01
H -2.8110 1.1441 -2.6557 0.00 0.00 0.00
H -1.0475 1.0499 -2.6353 0.04 -0.06 -0.03
H -2.3426 -1.5978 -0.2526 -0.02 -0.02 0.04
H -1.4696 -1.3387 -1.7463 0.04 0.03 -0.03
H -3.2064 -1.0214 -1.6783 0.01 -0.01 0.00
H -1.5038 3.5589 -0.2475 0.00 0.00 0.00
H -0.4018 4.6716 0.5618 -0.01 -0.01 0.00
H -1.2595 3.4416 1.4966 -0.03 -0.02 0.02
H 0.3811 2.8978 -1.8621 0.04 0.00 -0.01
H 1.9320 2.3832 -1.2313 -0.01 0.01 0.00
H 1.4136 4.0729 -1.0292 -0.01 0.00 0.01
H 1.0495 2.8484 2.4156 -0.08 0.01 0.01
H 1.8483 3.9671 1.3056 0.03 -0.02 0.03
H 2.3023 2.2522 1.3362 -0.02 0.05 -0.01
F 1.1230 -1.1714 -6.0648 0.00 -0.03 -0.03
C 0.6871 -0.8464 -4.8347 -0.02 0.13 0.03
F -0.3401 0.0094 -4.9984 0.01 0.00 0.06
F 0.2067 -1.9514 -4.2659 -0.03 -0.06 0.02
S 2.0553 -0.1037 -3.8439 0.30 -0.12 -0.25
O 1.4230 0.1178 -2.5399 -0.03 -0.28 -0.03
O 2.3522 1.1143 -4.5596 -0.06 0.05 0.03
O 3.0574 -1.1356 -3.8711 0.00 0.05 -0.01
```
Positions in Å, forces in eV/Å.

As for the gap between HOMO and LUMO (spin up / spin down): 5.68 / 5.68 eV. As for the HOMO energy (spin up / spin down): -1.238 / -1.239 eV. Its total charge is -2. The value obtained for the relative energy (zero: lowest compared OMol25 entry of this formula, charge and spin) is 0.0820 eV.

(2)
A structure of composition C18H34AlF6O4S. Source: the OMol25 dataset; level of theory: the ωB97M-V functional and the def2-TZVPD basis.

```
64
Properties=species:S:1:pos:R:3:forces:R:3
C 3.6071 4.4357 2.9369 -0.09 -0.12 0.10
C 2.5830 3.4466 2.3293 0.03 -0.01 0.13
C 2.7067 3.2390 0.8063 0.04 0.05 -0.11
C 1.5408 3.8068 -0.0146 0.04 -0.01 -0.05
C 0.1720 3.1680 0.2712 0.20 -0.23 0.10
Al 0.0170 1.1847 -0.2381 0.07 0.28 -0.15
C 0.9854 0.9596 -2.0221 -0.14 0.06 -0.20
C 0.2837 0.0468 -3.0518 0.17 0.02 0.17
C -0.0303 -1.3138 -2.4372 -0.30 0.13 -0.10
C -1.9723 0.7732 -0.4697 0.19 0.14 0.01
C -2.8560 1.7035 0.3623 0.02 0.01 -0.11
C -4.3913 1.4725 0.3957 -0.12 0.01 0.05
C -4.9522 0.0962 0.1055 0.00 -0.18 -0.25
F -6.3265 0.1663 0.2056 0.26 -0.01 -0.05
F -4.6958 -0.3290 -1.1663 -0.16 0.22 0.45
C -4.5055 -1.0559 1.0843 0.46 -0.03 0.01
F -3.7261 -0.5751 2.0685 -0.18 -0.01 -0.15
F -5.5551 -1.6444 1.6708 -0.05 0.00 -0.04
F -3.8116 -2.0122 0.4538 -0.21 0.17 0.08
C 0.7270 0.1181 1.3741 -0.11 -0.44 -0.08
C 1.3682 -1.2527 1.2385 0.18 0.28 0.06
C 2.6351 -1.2872 0.3882 -0.03 -0.02 0.05
F 0.4349 -2.1730 0.6539 0.10 0.03 0.18
H 3.1122 5.2769 3.4317 0.08 -0.04 -0.09
H 4.2339 3.9501 3.6935 -0.04 0.08 -0.12
H 4.2743 4.8403 2.1717 -0.05 0.02 0.05
H 1.5724 3.7989 2.5604 0.10 -0.08 -0.06
H 2.6792 2.4827 2.8421 -0.03 0.13 -0.08
H 2.8119 2.1743 0.5656 -0.06 0.07 0.08
H 3.6350 3.7199 0.4663 -0.07 -0.12 0.00
H 1.7831 3.6358 -1.0727 0.00 0.12 0.10
H 1.5303 4.9020 0.1225 -0.02 -0.06 0.04
H -0.0733 3.2620 1.3410 -0.04 0.13 -0.06
H -0.5852 3.7617 -0.2594 -0.05 -0.09 0.01
H 2.0276 0.6248 -1.9130 -0.05 0.01 0.06
H 1.0568 1.9708 -2.4582 0.04 -0.08 0.07
H -0.6541 0.5123 -3.3796 0.05 -0.01 0.03
H 0.8963 -0.0825 -3.9586 -0.10 -0.01 0.08
H -0.6747 -1.1535 -1.5666 0.15 -0.20 -0.05
H 0.8816 -1.8115 -2.1026 -0.17 -0.01 -0.09
H -0.5756 -1.9788 -3.1205 0.21 0.04 0.02
H -2.2130 0.8723 -1.5381 -0.10 -0.08 0.11
H -2.1244 -0.2757 -0.2001 -0.10 -0.01 0.00
H -2.5032 1.7338 1.3984 -0.01 -0.09 -0.04
H -2.7092 2.7199 -0.0219 -0.07 -0.07 0.17
H -4.7882 1.7268 1.3865 0.03 0.05 -0.12
H -4.9065 2.1276 -0.3170 0.08 -0.16 -0.01
H 1.4506 0.7300 1.9297 -0.02 0.03 -0.06
H -0.1268 -0.0112 2.0611 0.05 0.12 -0.04
H 1.5928 -1.6886 2.2270 -0.15 -0.03 -0.18
H 2.3866 -1.4024 -0.6694 -0.02 0.12 0.16
H 3.2875 -2.1181 0.6768 -0.05 0.05 -0.05
H 3.1878 -0.3491 0.5106 -0.06 -0.14 -0.02
C 0.7180 -5.2878 0.0432 0.02 0.21 0.21
C -0.6003 -5.1783 -0.6955 -0.04 -0.03 0.15
O -0.2311 -4.6072 -1.9552 0.08 -0.05 -0.21
S 1.2288 -5.0749 -2.3864 -0.12 0.16 0.45
O 1.1481 -6.1220 -3.3445 0.08 -0.02 0.02
O 2.0095 -3.9190 -2.6312 0.15 -0.08 -0.26
O 1.6444 -5.7083 -0.9762 -0.09 -0.20 -0.22
H 1.0347 -4.3236 0.4445 -0.08 -0.03 -0.06
H 0.7045 -6.0434 0.8241 0.07 -0.07 -0.06
H -1.3027 -4.5046 -0.2131 0.03 0.09 -0.04
H -1.0580 -6.1562 -0.8619 0.01 0.02 -0.02
```
Positions in Å, forces in eV/Å.

As for the gap between HOMO and LUMO: 7.40 eV. As for the HOMO energy: -4.811 eV. Its total charge is -1.

(3)
A cluster of 14 separate species, C18H34BrCl26O3P in total in a non-equilibrium geometry. Source: the OMol25 dataset; level of theory: the ωB97M-V functional and the def2-TZVPD basis.

```
83
Properties=species:S:1:pos:R:3:forces:R:3
O 5.2549 -1.3022 1.6845 -4.91 -4.75 -5.44
C 4.4975 -2.0577 0.8429 4.12 4.05 4.46
O 4.7038 -1.8259 -0.5933 -2.09 0.71 2.66
C 3.5034 -3.1590 1.5358 0.75 -0.78 0.01
C 2.6118 -4.0564 0.4974 0.67 0.27 1.37
P 1.5268 -3.0683 -0.7215 -0.49 -0.60 -0.66
C -0.2039 -2.6490 0.0151 -0.93 1.67 0.39
C -0.1851 -1.4688 1.1534 3.57 -0.37 5.39
O 0.5560 -1.4444 2.2646 -4.65 -0.43 -7.34
Br -1.4425 0.1155 0.9095 1.55 -1.66 -0.25
H 4.2635 -0.9197 -0.7626 1.03 -1.77 0.37
H 2.8769 -2.6277 2.3909 1.23 -0.83 -2.21
H 4.2126 -3.9266 2.1125 -1.34 2.01 -1.36
H 1.8947 -4.7375 1.1342 1.35 1.31 -1.28
H 3.3297 -4.7732 -0.1114 -1.58 1.61 1.10
H 2.1238 -1.7490 -0.9707 -0.53 -0.90 0.94
H -0.7774 -3.5701 0.4532 1.39 1.65 -0.78
H -0.8430 -2.2371 -0.9049 1.43 -0.91 2.07
C 6.4955 0.8822 -1.8044 0.15 -0.15 0.34
Cl 7.4945 0.6496 -3.2441 0.13 0.00 0.03
Cl 4.9856 1.7098 -2.2048 -0.08 -0.03 0.12
H 6.2623 -0.0937 -1.3717 0.09 0.22 -0.20
H 7.0497 1.4840 -1.0801 -0.16 -0.09 -0.29
C -3.2411 -1.3736 -3.2520 -0.25 0.04 -0.34
Cl -3.4856 -2.1178 -1.6673 -0.12 -0.03 -0.08
Cl -1.6684 -0.5714 -3.3422 -0.19 0.00 0.19
H -3.2896 -2.1489 -4.0204 0.14 0.14 0.25
H -4.0277 -0.6347 -3.4232 0.27 -0.09 0.12
C 1.3007 -3.9594 -4.6633 0.19 -0.01 -0.13
Cl 0.7144 -5.4915 -4.0047 0.03 -0.10 -0.02
Cl 0.1578 -2.6497 -4.3416 0.33 -0.23 -0.14
H 2.2598 -3.7166 -4.1993 -0.39 -0.10 0.03
H 1.4290 -4.0622 -5.7435 -0.18 -0.02 0.39
C 2.0802 3.6808 -0.1682 0.16 0.22 -0.02
Cl 2.0771 4.3154 -1.8181 0.05 0.11 -0.12
Cl 1.9773 1.9160 -0.1652 -0.10 -0.05 0.14
H 3.0054 3.9840 0.3278 -0.18 -0.15 -0.22
H 1.2217 4.0881 0.3713 0.69 -0.36 -0.78
C -4.8578 -2.7669 1.9615 -0.15 0.33 0.19
Cl -3.2450 -3.2453 1.4188 -0.04 0.03 0.18
Cl -6.0638 -3.9821 1.5209 -0.05 0.08 0.05
H -4.8483 -2.6529 3.0481 0.05 -0.15 -0.28
H -5.1234 -1.8160 1.4931 0.12 -0.29 -0.02
C -3.8559 2.6482 2.5909 -0.10 0.23 0.21
Cl -3.8590 3.2828 0.9410 0.08 0.12 -0.04
Cl -3.9588 0.8834 2.5939 -0.44 0.39 -0.39
H -2.9307 2.9514 3.0870 -0.13 -0.17 -0.21
H -4.7144 3.0555 3.1304 0.36 -0.24 -0.43
C -3.5680 2.4316 -5.4596 0.02 0.42 -0.03
Cl -4.0250 0.8791 -6.1707 -0.05 -0.05 -0.14
Cl -3.0545 2.2352 -3.7795 -0.21 0.42 -0.14
H -2.7434 2.8580 -6.0360 -0.16 -0.23 0.19
H -4.4280 3.1049 -5.4923 0.20 -0.31 0.07
C -4.5676 6.0863 -2.6993 -0.15 0.14 0.35
Cl -4.6804 5.6244 -4.4019 -0.14 0.13 -0.07
Cl -3.0571 5.5115 -1.9829 -0.09 0.10 0.08
H -4.6055 7.1757 -2.6230 0.11 -0.30 -0.12
H -5.4083 5.6489 -2.1555 0.27 0.00 -0.20
C -5.6559 5.5760 5.0825 -0.05 0.27 0.26
Cl -5.6590 6.2106 3.4326 0.04 0.06 0.04
Cl -5.7588 3.8113 5.0855 -0.52 0.29 0.28
H -4.7307 5.8793 5.5786 -0.18 -0.15 -0.21
H -6.5144 5.9833 5.6220 0.17 -0.18 -0.23
C -3.3732 0.7596 6.7425 0.10 -0.43 0.38
Cl -3.1886 2.4769 6.3663 0.37 -0.10 0.20
Cl -4.1126 -0.1113 5.3934 0.01 -0.21 0.83
H -2.3883 0.3319 6.9449 -0.24 0.15 -0.17
H -4.0093 0.6550 7.6248 0.10 0.13 -0.29
C 1.0277 3.7616 3.5790 -0.02 -0.07 0.43
Cl 2.6912 3.3109 3.1858 -0.01 0.00 0.18
Cl 0.1442 4.2593 2.1310 -0.88 0.17 0.95
H 0.5225 2.9020 4.0261 0.15 0.14 -0.27
H 1.0424 4.5915 4.2896 0.04 -0.15 -0.31
C 6.2959 -6.3904 2.1256 0.37 -0.13 0.14
Cl 4.6163 -6.2769 2.6648 0.04 -0.31 0.18
Cl 6.4893 -5.7203 0.5013 0.06 0.00 0.03
H 6.9304 -5.8324 2.8185 -0.25 -0.04 -0.22
H 6.5960 -7.4410 2.1151 -0.19 0.27 -0.07
C 4.3814 -1.6870 -5.5538 0.05 0.48 -0.08
Cl 3.9244 -3.2395 -6.2650 0.30 0.08 -0.32
Cl 4.8949 -1.8834 -3.8737 -0.10 -0.01 0.01
H 5.2059 -1.2606 -6.1303 -0.16 -0.22 0.19
H 3.5214 -1.0137 -5.5866 0.16 -0.27 0.08
```
Positions in Å, forces in eV/Å.

As for the gap between HOMO and LUMO: 8.58 eV. As for the HOMO energy: -8.410 eV.